{
  "formula": "C4H8O",
  "method": "ωB97M-V/def2-TZVPD",
  "smiles": "C/C=C/CO",
  "homo_energy_ev": -8.982,
  "relative_energy_ev": 1.2287,
  "energy_ev": -6323.939,
  "e_lumo_ha": 0.0355,
  "orbital_gap_ha": 0.3656,
  "symbols": ["C", "C", "C", "C", "O", "H", "H", "H", "H", "H", "H", "H", "H"],
  "coordinates": [[1.6403, -1.5133, 0.2971], [0.8203, -0.2719, 0.3858], [-0.3259, -0.0764, -0.2549], [-1.1429, 1.1545, -0.1389], [-2.3624, 1.0008, -0.7842], [1.7606, -1.9593, 1.2861], [2.6404, -1.2806, -0.0749], [1.1788, -2.2432, -0.3643], [1.2068, 0.5032, 1.0364], [-0.7565, -0.8475, -0.8787], [-1.2624, 1.4904, 0.8983], [-0.6154, 2.1653, -0.6086], [-2.7817, 1.8781, -0.7994]]
}